Density functional theory data (ωB97M-V/def2-TZVPD) for one molecule with the formula C2H7N3O2 at a distorted geometry.

DFT total energy: -394.9523 a.u.
LUMO energy: 0.91 eV
HOMO energy: -9.4 eV
energy above the lowest of the compared OMol25 structures with the same formula, charge and spin: 6.876 eV
strongest force on any atom: 0.0819 Eh/bohr
molecular weight: 105.097 g/mol

Last column: Löwdin charge in e.
CARTESIAN COORDINATES (ANGSTROEM)
C1 1.663 0.049 -0.671  -0.074
C2 1.243 -0.153 0.813  -0.283
N1 -0.075 0.279 1.158  0.056
N2 -1.300 -0.170 0.190  -0.304
O1 -1.256 -1.319 -0.230  -0.010
N3 -2.157 0.675 0.080  -0.021
O2 -3.180 0.574 -0.791  -0.001
H1 1.748 1.073 -0.955  0.060
H2 2.531 -0.654 -0.812  0.094
H3 0.910 -0.434 -1.220  0.027
H4 1.281 -1.211 1.015  0.098
H5 1.950 0.260 1.510  0.112
H6 -0.272 1.261 1.332  0.104
H7 -3.087 -0.229 -1.419  0.144

Forces on atoms 1 to 6 (eV/Å):
C 0.921 -1.786 1.936
C -0.133 -0.586 -1.913
N -3.499 0.203 -0.001
N 3.599 -1.457 1.626
O 0.040 -0.497 -0.865
N -0.392 3.773 0.571